No. 1
This record from OMol25 describes 2 unconnected molecules or ions with the total composition C5H7Br. The level of theory is ωB97M-V/def2-TZVPD.

Structure (ORCA input):
```
! wB97M-V def2-TZVPD RIJCOSX def2/J DEFGRID3
* xyz 0 1
C -1.00597 -2.21186 0.20833
C -0.11207 -1.54870 0.68865
C -0.82629 1.18246 -0.62358
C 1.02796 -0.79065 0.91261
C 0.69294 0.97731 -0.35104
Br 1.75900 0.79761 -1.90427
H -2.01743 -2.38915 -0.01890
H -1.26459 2.02898 -1.18450
H -1.14211 1.30080 0.51484
H -1.33255 0.22148 -0.88150
H 1.96536 -1.26062 0.59349
H 1.16933 -0.16646 1.77145
H 1.08642 1.85879 0.27441
*
```

Computed properties:
E_tot: -2768.5609 Eh
HOMO-LUMO gap: 9.0 eV
Relative energy (zero: lowest compared OMol25 entry of this formula, charge and spin): 331.8 kJ/mol

***

No. 2
This record from OMol25 describes 2 unconnected molecules or ions with the total composition C3H3OP. The level of theory is ωB97M-V/def2-TZVPD.

Structure (ORCA input):
```
! wB97M-V def2-TZVPD RIJCOSX def2/J DEFGRID3
* xyz 0 1
C -1.49039 0.18694 0.49445
C -0.57264 -0.51127 0.14695
C -1.29230 2.60533 2.45753
O -0.41036 2.19025 3.07738
P 0.35837 -1.57599 -0.92286
H -1.64692 3.48715 1.89751
H 1.19772 -0.56740 -1.22254
H -0.25028 -1.41769 -2.13207
*
```

Computed properties:
E_tot: -532.4101 Eh
HOMO-LUMO gap (alpha / beta): 8.4 / 5.5 eV
Relative energy (zero: lowest compared OMol25 entry of this formula, charge and spin): 714.4 kJ/mol

***

No. 3
This record from OMol25 describes 3 unconnected molecules or ions with the total composition C49H58BBrI2N5O10P2. The level of theory is ωB97M-V/def2-TZVPD.

Structure (ORCA input):
```
! wB97M-V def2-TZVPD RIJCOSX def2/J DEFGRID3
* xyz 1 1
C -7.35347 -0.50075 6.51387
C -6.90712 -0.78627 5.29591
C -6.20782 -0.77712 3.81950
C -4.94148 -1.75651 3.69414
C -3.52887 -1.10095 3.29064
N -3.52749 0.34606 2.93659
C -2.75718 0.63179 1.67960
N -3.52702 0.98656 0.61509
C -2.97138 1.36532 -0.73695
N -3.35000 2.80531 -1.05566
P -5.33859 1.04016 0.70817
N -5.95400 1.16889 -0.79311
N -1.31130 0.54299 1.57899
C -0.77717 -0.59059 0.80243
O -0.65692 -1.85664 1.48582
C -0.87426 -3.00105 0.61894
C 0.10762 -3.11998 -0.65478
O 1.27901 -3.99694 -0.40944
C 2.48729 -3.22128 -0.15540
C 2.85406 -3.42265 1.42126
O 4.27621 -3.76409 1.49135
C 4.56617 -3.76631 2.93987
C 4.07500 -5.17036 3.64760
C -0.53393 0.92337 2.78935
P 0.58957 2.37672 2.22654
O -0.20806 3.91524 2.49532
I 2.70438 2.38544 3.57210
C -1.33239 1.09007 4.16166
B -0.70292 2.10275 5.28134
O 0.20965 1.53679 6.29483
O -0.92613 3.52730 5.38122
C -0.91903 3.93969 6.78936
C -2.96464 1.25089 3.99332
I -3.71546 0.75740 6.03063
C -3.43324 2.75440 3.62308
C -4.12684 3.59960 4.80979
C -4.37206 5.10561 4.18281
Br -6.14192 5.05815 3.20263
H -7.84102 0.01052 7.43332
H -7.03728 -1.21081 3.11772
H -6.05555 0.30870 3.48219
H -4.82879 -2.32165 4.70809
H -5.19239 -2.58518 2.90961
H -2.76163 -1.41003 4.11234
H -3.15940 -1.67028 2.33586
H -3.41116 0.64922 -1.53706
H -1.82758 1.32670 -0.81270
H -3.75954 3.25892 -0.20842
H -4.07197 2.76173 -1.80850
H -5.79788 -0.22611 1.20411
H -5.82689 2.17904 1.42749
H -6.53307 2.04295 -0.82912
H 0.29864 -0.29581 0.44962
H -1.36995 -0.79405 -0.18542
H -1.96396 -2.97918 0.24760
H -0.72450 -3.97935 1.23899
H -0.50721 -3.68867 -1.47337
H 0.39413 -2.11460 -1.14922
H 2.43358 -2.10577 -0.42458
H 3.35702 -3.66397 -0.79892
H 2.19945 -4.31462 1.79434
H 2.58599 -2.44538 1.96641
H 4.09219 -2.86863 3.48507
H 5.71032 -3.71194 3.05400
H 3.25567 -4.93951 4.42643
H 4.95920 -5.77422 4.06291
H 3.56083 -5.77641 2.79097
H 0.23499 0.05465 2.95879
H 0.29644 4.32862 3.24062
H -1.26057 0.04262 4.68881
H -0.30262 0.86350 6.83017
H -1.56680 3.20685 7.43084
H 0.12496 3.97817 7.26691
H -1.41080 4.97960 6.93194
H -4.25352 2.65585 2.79537
H -2.61663 3.42488 3.16872
H -3.46572 3.77677 5.73534
H -5.20394 3.23765 5.07855
H -4.42266 5.88245 5.04872
H -3.55607 5.37398 3.41751
C 1.75212 -2.67047 -4.07064
C 2.31394 -2.06311 -5.19191
C 2.91617 -2.84035 -6.17655
C 2.96844 -4.22876 -6.03612
C 2.42738 -4.83445 -4.90227
C 1.80794 -4.05363 -3.92335
C 2.51992 -6.30021 -4.71852
O 2.04331 -6.83074 -3.72836
C 3.20611 -7.11036 -5.74828
C 3.35191 -8.48701 -5.56091
C 3.98471 -9.25931 -6.53125
C 4.46530 -8.66194 -7.69498
C 4.32687 -7.28995 -7.88266
C 3.70520 -6.51020 -6.90429
C 3.59485 -5.04814 -7.09705
O 4.01910 -4.52312 -8.11364
H 1.27399 -2.06380 -3.30697
H 2.28080 -0.98292 -5.29950
H 3.34796 -2.36141 -7.05083
H 1.37155 -4.51814 -3.04320
H 2.97701 -8.96035 -4.65775
H 4.10157 -10.32854 -6.38111
H 4.95241 -9.26583 -8.45487
H 4.70805 -6.82984 -8.78993
C 2.66038 6.26498 0.63771
C 2.65121 4.87409 0.72321
C 2.61377 4.10484 -0.43576
C 2.57307 4.72554 -1.68556
C 2.55765 6.11758 -1.77061
C 2.61309 6.88753 -0.60615
C 2.46476 6.78733 -3.08717
O 2.45484 8.00456 -3.16244
C 2.37530 5.95832 -4.30900
C 2.22921 6.57536 -5.55369
C 2.15755 5.80344 -6.71024
C 2.24077 4.41475 -6.62898
C 2.38071 3.79615 -5.39024
C 2.43846 4.56732 -4.22664
C 2.55130 3.89892 -2.91230
O 2.61969 2.68122 -2.83913
H 2.69886 6.86494 1.54229
H 2.67527 4.38750 1.69444
H 2.61203 3.02079 -0.36201
H 2.61503 7.97215 -0.66604
H 2.16682 7.65762 -5.62535
H 2.03878 6.28508 -7.67632
H 2.19210 3.81341 -7.53202
H 2.44015 2.71294 -5.33350
*
```

Computed properties:
E_tot: -6804.5862 Eh
HOMO-LUMO gap: 6.4 eV

***

No. 4
This record from OMol25 describes a molecular structure, C3H7NS. The level of theory is ωB97M-V/def2-TZVPD.

Structure (ORCA input):
```
! wB97M-V def2-TZVPD RIJCOSX def2/J DEFGRID3
* xyz 0 1
C -1.40200 -0.81155 -0.22974
C -0.62674 0.31781 0.31545
C 0.99271 -0.00785 0.08686
H -0.91315 -1.40437 -1.41324
H -1.47474 -1.87069 0.56688
H -2.56486 -0.59716 -0.47629
H -0.76722 1.26980 -0.44137
H -0.74557 0.49167 1.52301
H 1.43966 2.22349 0.76630
H 2.70486 0.84187 -0.42478
N 1.71031 1.03866 -0.35168
S 1.64674 -1.49169 0.07860
*
```

Computed properties:
E_tot: -571.2379 Eh
HOMO-LUMO gap: 7.4 eV
Relative energy (zero: lowest compared OMol25 entry of this formula, charge and spin): 527.7 kJ/mol

***

No. 5
This record from OMol25 describes 2 unconnected molecules or ions with the total composition C8H12BrNO2. The level of theory is ωB97M-V/def2-TZVPD.

Structure (ORCA input):
```
! wB97M-V def2-TZVPD RIJCOSX def2/J DEFGRID3
* xyz 0 1
C 0.03870 1.24578 0.11689
C 0.51844 0.01869 0.15286
C 1.34059 1.12806 -0.32102
C -2.16486 1.47815 0.98792
C -1.11949 2.17813 0.08933
C 0.48963 -1.33946 0.58161
C -0.48554 -2.22084 -0.29978
C 3.73028 0.27766 -1.21593
N 2.40666 1.71831 -0.56021
O -2.73439 -1.69764 -0.55905
O -1.76033 -2.21780 0.30531
Br 4.60268 -0.46343 0.29302
H -2.75887 0.80784 0.42317
H -2.82940 2.07866 1.58215
H -1.63368 0.96886 1.80898
H -0.86519 3.10853 0.62938
H -1.56834 2.13726 -0.90223
H 0.01388 -1.21812 1.50976
H 1.42602 -1.78946 0.67366
H -0.05812 -3.20129 -0.49629
H -0.49994 -1.71994 -1.26970
H 2.98498 -0.32300 -1.78444
H 4.44405 0.76616 -1.78151
H -3.51773 -1.72112 0.03614
*
```

Computed properties:
E_tot: -3090.9621 Eh
HOMO-LUMO gap (alpha / beta): 8.3 / 8.3 eV
Relative energy (zero: lowest compared OMol25 entry of this formula, charge and spin): 702.0 kJ/mol